# 1
Molecular formula: C10H36O8
Method: DFT, wB97M-V/def2-TZVPD

The calculated total energy comes out at -27311.978 eV. Its HOMO-LUMO gap is 8.366 eV.

Last column: Löwdin charge in e.
Element x y z (Å)
O (8.89043, 16.44324, -2.44703)  0.12
O (9.47644, 17.80964, -4.09723)  -0.05
O (8.09861, 11.59380, -1.37761)  -0.05
O (9.28369, 14.82434, -1.64615)  -0.13
O (8.30274, 14.94397, -0.01143)  -0.07
O (5.34823, 13.83683, -2.03522)  -0.03
O (10.79738, 15.76724, -0.68901)  0.00
O (11.01887, 14.24770, -2.60410)  -0.18
C (6.45671, 14.65826, -1.74824)  -0.33
C (11.13796, 12.73593, -0.79188)  -0.07
C (10.99224, 16.01338, -4.01968)  -0.03
C (8.56767, 11.96988, -3.66508)  -0.03
C (10.78827, 17.49586, -3.57004)  -0.22
C (11.26937, 12.84918, -2.28321)  -0.19
C (7.96777, 13.64963, 0.25496)  -0.33
C (8.07792, 12.60426, -2.34350)  -0.35
C (7.02941, 13.31269, 1.43852)  -0.03
C (6.55067, 15.85915, -2.72084)  0.00
H (7.08528, 13.01777, -2.52176)  0.11
H (8.51682, 17.13837, -1.90532)  0.16
H (10.53196, 12.22585, -2.78895)  0.06
H (9.22914, 15.65027, -2.12688)  -0.32
H (10.12762, 15.42620, -1.28177)  -0.19
H (11.40871, 11.72090, -0.50116)  0.09
H (11.81030, 13.43411, -0.29328)  0.09
H (6.03693, 13.66600, 1.15879)  0.06
H (5.03658, 13.47621, -1.20190)  0.09
H (7.24431, 16.58947, -2.30419)  0.06
H (8.86325, 13.29029, -2.02615)  0.08
H (7.19226, 11.45511, -1.09320)  0.10
H (7.86974, 11.24625, -4.08622)  0.08
H (12.29000, 12.60430, -2.57723)  0.12
H (5.61855, 16.41309, -2.83216)  0.09
H (9.19135, 15.08176, 0.32469)  0.09
H (10.10068, 14.44005, -2.40029)  -0.13
H (9.53180, 11.46840, -3.58111)  0.06
H (7.17145, 13.78041, 2.41276)  0.07
H (6.95456, 12.24999, 1.66915)  0.08
H (8.64252, 12.77301, -4.39820)  0.09
H (9.45870, 16.90098, -3.06654)  -0.03
H (10.55242, 15.42656, 0.17132)  0.04
H (10.15621, 12.94395, -0.36644)  0.03
H (10.93811, 17.49416, -2.49038)  0.12
H (8.42518, 14.41883, -1.76759)  0.04
H (7.55349, 13.17838, -0.63633)  0.05
H (6.98207, 15.50946, -3.65878)  0.10
H (8.89083, 13.09591, 0.42663)  0.11
H (10.54998, 15.30782, -3.31636)  0.00
H (10.76544, 15.70680, -5.04080)  0.10
H (11.51454, 18.15893, -4.04013)  0.12
H (6.24239, 15.00602, -0.73768)  0.13
H (9.23716, 18.69824, -3.82385)  0.12
H (12.04041, 15.79502, -3.81533)  0.10
H (7.37540, 14.07186, -1.73316)  0.00

***

# 2
Molecular formula: C5H12AgO3
Method: DFT, wB97M-V/def2-TZVPD

The calculated total energy comes out at -15506.859 eV. Its HOMO-LUMO gap (alpha / beta) is 8.484 / 3.640 eV. As for the total charge: +1. Its spin multiplicity is 3.

Last column: Löwdin charge in e.
Element x y z (Å)
Ag (-1.56408, -2.65498, 3.39385)  0.80
O (-0.47684, -2.27451, 1.66818)  -0.32
O (-0.09629, -0.69000, 0.16109)  -0.12
O (0.20221, 1.76341, -1.39149)  -0.18
C (-0.72693, 0.54856, 0.43904)  -0.20
C (-1.00291, 1.31261, -0.83057)  -0.22
C (0.62351, -1.46610, 1.47903)  -0.30
C (0.02043, 2.51081, -2.56761)  -0.10
C (1.85600, -2.12658, 0.95912)  0.00
H (0.71396, -0.73287, 2.29342)  0.16
H (-0.09199, 1.13813, 1.11797)  0.14
H (2.50623, -1.36671, 0.50812)  0.11
H (1.00958, 2.82160, -2.92331)  0.10
H (-1.03876, -1.84143, 0.61384)  0.31
H (-1.66342, 2.16560, -0.58686)  0.14
H (-1.67886, 0.37294, 0.96498)  0.13
H (1.62777, -2.87086, 0.18601)  0.11
H (2.39047, -2.59977, 1.79385)  0.11
H (-1.54631, 0.67080, -1.54903)  0.14
H (-0.59173, 3.40979, -2.37853)  0.10
H (-0.47206, 1.90955, -3.35109)  0.10

***

# 3
Molecular formula: C2H7NO2S2
Method: DFT, wB97M-V/def2-TZVPD

The calculated total energy comes out at -29440.719 eV. Its HOMO-LUMO gap is 8.929 eV.

Last column: Löwdin charge in e.
Element x y z (Å)
S (1.39425, -1.31966, -0.13694)  0.79
S (-1.23232, -2.14004, 0.63871)  0.68
O (-0.61850, 0.02235, -1.58335)  -0.05
O (1.49550, -1.57664, -1.61045)  -0.62
N (0.21235, 1.45782, -0.02797)  0.09
C (-0.10516, 0.13184, -0.28022)  -0.76
C (-1.11060, -0.30436, 0.79728)  -0.48
H (0.36942, 1.99375, -0.82944)  0.09
H (-2.09108, -2.00278, -0.39634)  -0.11
H (-2.17614, 0.11534, 0.68192)  0.12
H (-0.77490, -0.05816, 1.79068)  0.06
H (0.50386, 1.65592, 0.90093)  0.09
H (2.17369, -0.21087, 0.47191)  -0.01
H (-0.10331, -0.57084, -2.21308)  0.11

***

# 4
Molecular formula: CBr2F2
Method: DFT, wB97M-V/def2-TZVPD

The calculated total energy comes out at -146552.833 eV. Its HOMO-LUMO gap (alpha / beta) is 7.773 / 7.618 eV.

Last column: Löwdin charge in e.
Element x y z (Å)
Br (-1.52342, -0.84111, 0.62231)  0.86
Br (1.72223, -0.45097, 0.73762)  0.84
F (0.02731, -0.21705, -1.44859)  0.05
F (-0.31572, 1.92346, 0.27707)  -0.58
C (0.08960, -0.41434, -0.18841)  -1.18

***

# 5
Molecular formula: C27H62N7O10S
Method: DFT, wB97M-V/def2-TZVPD

The calculated total energy comes out at -70747.598 eV. Its HOMO-LUMO gap is 6.101 eV. As for the total charge: -1.

Last column: Löwdin charge in e.
Element x y z (Å)
S (-0.36870, 1.51699, -6.16559)  0.38
O (-3.03148, -2.21606, 5.37675)  0.01
O (-1.11570, 2.71366, -6.56333)  -0.39
O (-1.21316, 0.56756, -5.43774)  -0.40
O (0.86509, 1.80540, -5.43977)  -0.38
O (2.72465, -1.79958, -4.08984)  0.01
O (-4.66186, 2.37400, 10.54681)  0.01
O (-3.87911, -3.00406, 9.63347)  -0.01
O (1.25120, 4.57068, -9.01164)  0.02
O (6.46298, 1.12662, -5.71244)  0.02
O (0.16660, -2.22083, 1.81214)  0.01
N (6.72812, 1.30662, -3.47742)  -0.20
N (-1.27726, -3.97166, 1.85398)  -0.20
N (-0.49121, 6.02247, -9.17350)  -0.20
N (-3.15374, 1.44222, 11.96260)  -0.20
N (-5.45407, -1.38421, 9.36690)  -0.19
N (-1.63045, -3.76935, 6.26423)  -0.19
N (1.80370, -1.19851, -2.10730)  -0.19
C (-0.05209, -3.41452, 1.87837)  -0.37
C (3.17526, 1.51227, -7.89200)  -0.20
C (0.08312, 6.68185, -10.32842)  -0.06
C (5.87632, 0.14712, -3.25293)  -0.04
C (-4.89747, -2.43409, 9.99052)  -0.37
C (4.19896, 0.39195, -7.62779)  -0.25
C (7.30203, 2.00178, -2.34931)  -0.07
C (-2.61218, 1.34782, 13.30144)  -0.06
C (2.80550, -1.63503, -2.88711)  -0.38
C (0.18388, 4.99226, -8.60862)  -0.32
C (-2.59861, 0.60960, 10.90623)  -0.03
C (-1.76247, 6.46805, -8.65022)  -0.06
C (0.52631, -0.88011, -2.74341)  -0.02
C (-6.66636, -0.75137, 9.84857)  -0.05
C (-0.51004, -3.32004, 5.45248)  -0.02
C (0.06878, 0.65588, -7.67126)  -0.24
C (2.18803, 1.25927, -9.04726)  -0.21
C (-1.47518, -5.40185, 1.93267)  -0.06
C (1.95243, -1.02747, -0.67694)  -0.06
C (-2.43492, -3.09334, 1.74565)  -0.03
C (-2.81465, -3.14569, 6.13342)  -0.36
C (3.58741, -0.99092, -7.35320)  -0.10
C (-4.81610, -0.86570, 8.16468)  -0.02
C (-4.16407, 2.27562, 11.65272)  -0.36
C (6.94128, 1.69330, -4.75261)  -0.34
C (-1.44727, -4.86786, 7.18896)  -0.06
C (0.72543, 1.56249, -8.72297)  -0.23
H (2.63988, 1.78302, -6.98029)  0.09
H (-2.37932, -5.06512, 7.71448)  0.08
H (0.22376, 5.96856, -11.14240)  0.09
H (-3.38554, -0.02010, 10.49338)  0.06
H (7.58287, 2.58796, -4.84128)  0.13
H (-1.99027, -5.76558, 1.04127)  0.09
H (-6.47456, 0.29880, 10.07838)  0.08
H (-4.51800, 2.86732, 12.51460)  0.13
H (2.96073, -1.30806, -0.37204)  0.08
H (-2.72396, 0.33222, 13.68696)  0.09
H (0.58683, 2.60225, -8.46482)  0.05
H (-0.18097, -0.53146, -1.99476)  0.09
H (0.13102, -1.76635, -3.23982)  0.09
H (-2.54486, 6.37427, -9.40846)  0.08
H (3.76628, 2.39553, -8.15427)  0.10
H (-1.14218, -5.77037, 6.65330)  0.09
H (3.45583, -1.10492, -6.27824)  0.04
H (-1.70448, 7.51461, -8.33686)  0.08
H (-0.58095, 7.47960, -10.65640)  0.08
H (-7.01368, -1.25485, 10.74933)  0.08
H (-2.20676, 1.24102, 10.10841)  0.10
H (7.90254, 2.83958, -2.69981)  0.08
H (4.88309, 0.31856, -3.66934)  0.10
H (0.76271, -4.15557, 1.96726)  0.14
H (-2.37761, -2.50902, 0.82729)  0.10
H (4.23873, -1.79038, -7.71571)  0.06
H (0.70177, -0.18864, -7.40014)  0.08
H (4.85066, 0.34743, -8.50774)  0.10
H (6.51540, 2.38509, -1.69499)  0.09
H (-3.59341, -3.56234, 6.79350)  0.12
H (-0.51233, -5.90424, 2.00864)  0.08
H (4.78621, 0.68734, -6.75940)  0.06
H (1.05992, 7.10106, -10.08051)  0.09
H (-5.37848, -0.02359, 7.77319)  0.10
H (6.29531, -0.73110, -3.74528)  0.10
H (-0.32799, 4.54758, -7.73744)  0.12
H (-5.45996, -2.74838, 10.88705)  0.13
H (-0.29250, -2.27272, 5.66237)  0.10
H (-2.07500, -5.65551, 2.81058)  0.08
H (-3.34056, -3.69481, 1.73859)  0.09
H (2.46176, 1.92770, -9.86979)  0.10
H (1.77678, 0.01608, -0.40486)  0.09
H (-1.55138, 1.60672, 13.30318)  0.09
H (0.36563, -3.92644, 5.67157)  0.09
H (-0.67943, -4.62160, 7.92518)  0.09
H (-2.46484, -2.40330, 2.59004)  0.08
H (-1.80319, -0.01443, 11.30459)  0.09
H (-2.03447, 5.85800, -7.79105)  0.09
H (0.66653, -0.10890, -3.50334)  0.08
H (2.30179, 0.24110, -9.43048)  0.10
H (0.17459, 1.39924, -9.65803)  0.10
H (-0.76188, -3.40345, 4.39654)  0.07
H (1.23377, -1.64975, -0.14527)  0.06
H (-7.44885, -0.80784, 9.08937)  0.09
H (2.62301, -1.13960, -7.83831)  0.05
H (-3.79929, -0.55056, 8.39566)  0.08
H (-3.14005, 2.03295, 13.96207)  0.08
H (-4.76383, -1.65431, 7.41614)  0.07
H (3.74051, -1.82579, -2.32333)  0.12
H (5.79684, -0.03635, -2.18317)  0.08
H (7.94121, 1.33062, -1.76937)  0.08
H (-0.86433, 0.22799, -8.03591)  0.09

***

# 6
Molecular formula: C2H10N2O2
Method: DFT, wB97M-V/def2-TZVPD

The calculated total energy comes out at -9309.847 eV. Its HOMO-LUMO gap (alpha / beta) is 2.575 / 9.040 eV. As for the total charge: -1. Its spin multiplicity is 2.

Last column: Löwdin charge in e.
Element x y z (Å)
O (1.52599, 2.02530, -2.97822)  -0.32
O (-5.89016, 2.05353, 0.02527)  -0.16
N (-0.14974, -0.68458, 0.37591)  0.02
N (2.08646, -1.03253, 0.79393)  -0.09
C (1.80871, -1.95378, 1.88617)  -0.13
C (1.07100, -0.49321, 0.03774)  -0.50
H (2.46752, -2.81799, 1.83299)  0.06
H (1.48430, 2.86411, -2.49934)  -0.06
H (0.68323, 1.58856, -2.75161)  -0.07
H (2.93598, -0.98467, 0.27371)  0.08
H (2.07993, -1.46400, 2.82647)  0.06
H (-6.17381, 1.81167, -0.86826)  0.02
H (-0.75326, -0.14023, -0.24475)  -0.06
H (1.38658, -0.01611, -0.88748)  0.06
H (0.74392, -2.11541, 1.82132)  0.05
H (-5.30664, 1.35935, 0.35615)  0.02